(1)
C30H50Cl3GeKN7O8P2Te | ωB97M-V/def2-TZVPD

Each line ends with the Löwdin charge.
CARTESIAN COORDINATES (ANGSTROEM)
1 K 1.40443 -0.04842 1.36102  0.77
2 O 4.23561 0.37364 0.64205  -0.18
3 C 4.49966 1.76905 0.62902  -0.22
4 C 3.29489 2.65062 0.03505  -0.19
5 N 2.10764 2.63018 0.82510  -0.20
6 C 2.15672 3.48168 1.99511  -0.12
7 C 1.10014 2.95789 3.11552  -0.67
8 O 0.30910 3.81905 3.56419  -0.08
9 O 1.22179 1.76237 3.45055  -0.10
10 C 0.74478 2.82513 0.15339  -0.09
11 C 0.46125 1.88429 -1.01739  -0.62
12 O -0.63846 2.19074 -1.66833  -0.10
13 O 1.15759 0.83520 -1.26876  -0.15
14 H 4.42420 0.02925 -0.25113  -0.05
15 H 5.40902 1.95459 0.04873  0.10
16 H 4.61437 1.90936 1.71116  0.11
17 H 3.18888 2.25260 -0.94575  0.09
18 H 3.76536 3.65402 -0.16326  0.12
19 H 1.96012 4.55087 1.72599  0.12
20 H 3.06015 3.34313 2.58949  0.11
21 H 0.57635 3.88030 -0.15822  0.13
22 H 0.03550 2.73214 0.99735  0.10
23 C -0.91442 -0.64973 4.37165  -0.11
24 N -2.21379 -0.18859 3.96198  -0.30
25 C -2.64085 1.09956 4.41190  -0.12
26 P -2.43746 -0.42769 2.32087  0.50
27 O -1.61795 0.36763 1.34397  -0.26
28 O -2.07430 -1.99515 2.20217  -0.27
29 P -1.04424 -2.86358 1.35193  0.46
30 O 0.38693 -2.68808 1.77750  -0.35
31 N -1.55004 -4.37704 1.69835  -0.31
32 C -0.61655 -5.49795 1.80977  -0.11
33 C -2.91998 -4.84540 1.58497  -0.15
34 N -1.20128 -2.36655 -0.19523  -0.32
35 C -0.05701 -1.99969 -1.11361  -0.04
36 C -2.48311 -2.18594 -0.71192  -0.15
37 N -4.04414 -0.34509 2.10939  -0.33
38 C -4.65539 0.85241 1.55125  -0.09
39 C -5.00180 -1.35056 2.51653  -0.10
40 H -0.97102 -0.69275 5.49099  0.09
41 H -0.05100 0.10536 4.18610  0.10
42 H -0.78531 -1.63126 3.96959  0.05
43 H -2.59535 1.11496 5.50889  0.08
44 H -3.75722 1.23260 4.31713  0.10
45 H -2.10442 1.94626 4.01279  0.08
46 H 0.31752 -5.03900 2.17611  0.07
47 H -0.56734 -6.06387 0.80159  0.10
48 H -0.99979 -6.25128 2.53823  0.08
49 H -3.55367 -4.04766 1.28033  -0.01
50 H -3.42887 -5.24927 2.61247  0.11
51 H -2.83864 -5.68509 0.89834  0.08
52 H 0.84946 -2.25700 -0.51975  0.06
53 H -0.05712 -0.81942 -1.03984  0.10
54 H -0.02995 -2.45413 -2.05884  0.06
55 H -3.29009 -2.49740 0.05215  0.08
56 H -2.67239 -2.88555 -1.57067  0.09
57 H -2.60372 -1.09786 -0.97027  0.11
58 H -4.79073 0.90413 0.48462  0.08
59 H -3.95299 1.67878 1.82130  0.07
60 H -5.59606 0.98979 2.14992  0.10
61 H -4.57824 -2.36102 2.56425  0.04
62 H -5.68495 -1.24850 1.67370  0.09
63 H -5.43755 -1.08118 3.52470  0.10
64 N -2.18328 4.68968 2.40791  0.12
65 C -3.04871 5.23272 3.29743  -0.23
66 N -4.25536 5.33655 2.85654  0.07
67 C -4.22202 4.82028 1.55836  -0.28
68 C -5.20377 4.81763 0.58176  -0.06
69 C -4.89495 4.21350 -0.64429  -0.11
70 C -3.61945 3.63745 -0.90549  -0.07
71 C -2.58934 3.79890 0.03645  0.00
72 C -2.92361 4.37849 1.23748  -0.18
73 H -1.15225 4.57796 2.60336  0.12
74 H -2.69673 5.74651 4.25735  0.14
75 H -6.17056 5.34980 0.82975  0.11
76 H -5.62015 4.42463 -1.44729  0.09
77 H -3.51303 3.17907 -1.82285  0.07
78 H -1.64557 3.29821 -0.17157  0.07
79 C 5.68696 -0.99818 -8.03543  -0.06
80 C 5.90171 -0.97597 -6.56471  -0.27
81 C 6.26676 -2.12172 -5.89874  -0.04
82 C 6.39536 -2.28692 -4.50972  -0.35
83 C 6.76717 -3.60152 -3.96975  -0.12
84 C 6.14268 -1.11981 -3.75837  -0.50
85 Te 6.39974 -1.26614 -1.61745  1.06
86 C 5.75983 0.06537 -4.41076  -0.32
87 C 5.29186 1.26259 -3.56793  -0.09
88 C 5.72073 0.21920 -5.78132  0.00
89 H 6.60182 -0.85094 -8.64247  0.09
90 H 4.98445 -0.15695 -8.18381  0.08
91 H 5.15960 -1.89015 -8.27443  0.07
92 H 6.28335 -3.06774 -6.48378  0.12
93 H 6.81348 -4.38374 -4.74346  0.08
94 H 5.88975 -3.93865 -3.41935  0.07
95 H 7.61205 -3.59327 -3.25848  0.06
96 H 6.20056 1.77805 -3.11307  0.09
97 H 4.68881 0.87375 -2.73250  0.04
98 H 4.71543 1.99756 -4.14211  0.08
99 H 5.53278 1.16433 -6.33216  0.13
100 Cl -6.21610 -4.82372 1.92204  -0.20
101 Ge -7.31162 -5.64665 -0.03356  -0.06
102 Cl -5.75240 -4.87712 -1.52120  -0.25
103 Cl -6.62031 -7.84892 0.13144  -0.28

Calculated values
E_LUMO (spin up / spin down) = 2.79 / 0.55 eV
Gap between HOMO and LUMO (spin up / spin down) = 6.588 / 4.352 eV
2S+1 = 2
Net charge = -2
E_HOMO (spin up / spin down) = -0.140 / -0.140 Ha

***

(2)
C30H50Cl3N5O8P | ωB97M-V/def2-TZVPD

Each line ends with the Löwdin charge.
CARTESIAN COORDINATES (ANGSTROEM)
1 C -1.28981 0.95538 3.30450  0.07
2 C -0.39176 -0.10201 2.87371  -0.08
3 C 0.52050 0.08731 1.53452  -0.32
4 O 0.06057 1.38363 1.01555  -0.03
5 C 1.98958 0.33247 2.10468  -0.20
6 C 2.16772 1.78264 2.81496  -0.49
7 Cl 1.96958 1.90735 4.65004  0.59
8 C 2.48418 2.98198 2.14360  -0.57
9 C 2.65627 3.06102 0.56231  -0.08
10 Cl 2.68321 4.54414 3.09859  0.62
11 O 3.09867 0.06143 1.22766  -0.11
12 C 2.71274 -0.44990 -0.06810  -0.26
13 C 4.06370 -0.76932 -0.83598  -0.10
14 C 4.69777 0.60131 -1.46288  -0.16
15 O 3.80509 1.27609 -2.37911  -0.05
16 C 3.48956 0.50293 -3.52437  -0.40
17 C 4.50181 -0.35692 -4.40517  0.01
18 O 2.28049 0.53627 -3.91368  0.03
19 C 1.59949 -1.64853 -0.01205  -0.39
20 C 1.34793 -2.07188 -1.54594  -0.12
21 C 1.64787 -3.58671 -1.96852  -0.38
22 C 0.53986 -4.66688 -1.45278  -0.10
23 C 3.16578 -4.09499 -1.82139  -0.10
24 P 2.02021 -3.06464 1.18883  0.79
25 O 1.30632 -2.81575 2.74588  -0.36
26 Cl 4.10810 -3.07246 1.68519  0.29
27 N 0.32397 -0.92925 0.46315  0.01
28 C -0.86836 -1.82417 0.60843  -0.13
29 O -2.04675 -0.98465 0.37878  -0.10
30 C -3.19093 -1.76356 0.04973  -0.14
31 C -3.48986 -3.22612 0.44667  0.03
32 C -4.77715 -3.99918 0.03381  -0.19
33 C -5.07641 -5.53526 0.39789  -0.09
34 C -5.88108 -3.27054 -0.81370  -0.02
35 C -5.61740 -1.78998 -1.18164  0.00
36 C -4.30147 -1.02421 -0.78374  -0.08
37 C -4.21059 0.49875 -1.24856  -0.35
38 C -2.80358 0.93070 -1.89045  -0.07
39 C -4.66010 1.39849 0.02154  -0.08
40 H -1.14313 1.50547 4.30882  0.09
41 H -2.19400 1.22083 2.64175  0.08
42 H -0.34821 -1.01568 3.54989  0.11
43 H -0.85038 1.26757 0.64011  0.10
44 H 2.11319 -0.39414 3.00067  0.14
45 H 1.69248 2.97077 -0.03758  0.08
46 H 3.48523 2.34202 0.26003  0.06
47 H 3.06519 4.12109 0.33614  0.09
48 H 2.18397 0.41623 -0.63575  0.17
49 H 3.99447 -1.48218 -1.72095  0.09
50 H 4.92209 -1.17065 -0.17198  0.12
51 H 5.11347 1.28586 -0.62909  0.14
52 H 5.64540 0.23988 -2.02440  0.13
53 H 5.16889 -0.98166 -3.69590  0.08
54 H 3.98894 -1.11772 -5.09528  0.11
55 H 5.17745 0.29156 -5.05899  0.11
56 H 1.92051 -1.41423 -2.31009  0.12
57 H 0.24492 -1.90509 -1.87709  0.14
58 H 1.47105 -3.59168 -3.11783  0.14
59 H 0.16334 -4.47504 -0.39742  0.03
60 H 0.95122 -5.74272 -1.52572  0.09
61 H -0.35572 -4.57966 -2.17512  0.09
62 H 3.71902 -4.18805 -2.82921  0.10
63 H 3.10640 -5.18098 -1.42198  0.09
64 H 3.80562 -3.52362 -1.07210  0.02
65 H 1.99094 -2.50551 3.38789  0.05
66 H 0.08492 -0.36961 -0.39616  0.19
67 H -0.93108 -2.41869 1.57522  0.15
68 H -0.95385 -2.62144 -0.22950  0.14
69 H -2.71478 -3.81263 1.06106  0.10
70 H -4.08265 -6.09690 0.39456  0.08
71 H -5.70152 -5.67742 1.34022  0.09
72 H -5.67490 -5.95352 -0.50014  0.09
73 H -6.84535 -3.75660 -1.16602  0.10
74 H -6.42567 -1.24598 -1.77822  0.10
75 H -5.02595 0.67120 -2.04947  0.14
76 H -2.89279 1.68444 -2.74633  0.09
77 H -2.19147 0.00116 -2.13883  0.07
78 H -2.22176 1.48626 -1.05259  0.06
79 H -3.91705 1.35576 0.89374  0.06
80 H -4.90808 2.48662 -0.26608  0.09
81 H -5.65106 0.96954 0.44057  0.09
82 C -1.11309 4.31059 -3.62908  -0.71
83 O -1.99376 4.92760 -4.20464  0.03
84 N -0.24127 3.50012 -4.27984  0.16
85 N -0.92895 4.38093 -2.28555  0.15
86 H 0.49032 2.98380 -3.82486  0.08
87 H -0.34595 3.42185 -5.27851  0.11
88 H -1.55718 4.97302 -1.76666  0.11
89 H -0.21126 3.88172 -1.79266  0.08
90 C 0.00538 5.92053 6.12148  -0.70
91 O 1.10905 6.10568 6.60806  0.03
92 N -0.18092 5.20371 4.98414  0.14
93 N -1.13036 6.41457 6.67417  0.15
94 H -1.07896 5.03934 4.56712  0.09
95 H 0.64125 4.82040 4.54420  0.01
96 H -1.03255 6.95253 7.52000  0.11
97 H -2.04672 6.27374 6.28982  0.09

Calculated values
E_LUMO = -3.43 eV
Gap between HOMO and LUMO = 7.419 eV
Net charge = +1
E_HOMO = -0.399 Ha

***

Here are the calculated relative energy (zero: lowest compared OMol25 entry of this formula, charge and spin) numbers, same order: 138.6; 607.2 (kJ/mol).